No. 1
This record from the OMol25 dataset describes C32H41GeN4O4Ti as an isolated structure at a distorted geometry. The level of theory is ωB97M-V with the def2-TZVPD basis set.

XYZ file:
```
83
Properties=species:S:1:pos:R:3:forces:R:3:mulliken_spin:R:1
Ti -1.611157 -1.667510 -0.581290 0.87 -0.71 -0.12 0.001
C -4.936201 -0.932490 -2.577795 -0.13 0.06 0.04 0.000
C -4.518328 -1.707202 -1.353870 0.33 0.01 -0.04 0.000
C -4.412275 -0.857611 -0.100868 -0.07 -0.02 0.08 0.000
C -5.329052 -2.968023 -1.150055 -0.13 0.01 0.03 0.000
O -3.056674 -2.155512 -1.632864 -0.16 -0.10 -0.10 0.000
Ge -2.653787 -4.156113 -1.337128 -0.32 -0.05 -0.05 0.000
O -0.394441 -2.586853 -1.378395 -0.39 0.65 0.05 0.000
C 0.810570 -3.007096 -2.282021 -0.27 0.05 0.36 0.000
C 0.915819 -1.935468 -3.335343 0.08 -0.02 -0.11 0.000
C 1.988993 -3.051664 -1.339522 0.07 0.00 -0.04 0.000
C 0.419324 -4.357648 -2.827439 0.12 -0.09 -0.09 0.000
O -2.262051 -3.448164 0.341179 -0.05 -0.17 0.13 0.000
C -1.969852 -4.469822 1.460210 -0.02 0.17 -0.09 0.000
C -2.972624 -4.174197 2.553139 0.04 -0.05 0.07 0.000
C -0.523412 -4.295893 1.878776 0.06 -0.04 0.00 0.000
C -2.202131 -5.849655 0.873602 0.03 -0.10 0.01 0.000
H -5.984252 -0.646651 -2.465916 0.01 0.01 -0.01 0.000
H -4.854311 -1.531181 -3.483894 0.03 -0.03 0.01 0.000
H -4.360366 -0.013839 -2.686343 0.02 0.01 -0.01 0.000
H -5.387596 -0.452202 0.173594 0.01 0.03 -0.05 0.000
H -3.756225 0.007827 -0.262629 -0.02 0.01 0.00 0.000
H -4.079079 -1.448625 0.761071 0.01 0.00 -0.04 0.000
H -6.366924 -2.697314 -0.941857 0.01 0.01 0.01 0.000
H -4.999297 -3.538882 -0.272948 0.01 -0.01 -0.01 0.000
H -5.360493 -3.588700 -2.049337 0.05 -0.01 0.00 0.000
H 1.149061 -0.964589 -2.897114 0.00 0.00 0.02 0.000
H 0.013485 -1.871313 -3.944285 -0.02 -0.01 0.03 0.000
H 1.736779 -2.199396 -4.005419 0.00 0.01 0.02 0.000
H 2.165448 -2.079014 -0.878961 -0.01 0.00 0.00 0.000
H 2.880824 -3.315847 -1.910392 -0.01 0.00 0.00 0.000
H 1.859966 -3.806511 -0.565542 -0.01 0.00 0.00 0.000
H -0.457351 -4.302384 -3.476361 -0.01 0.02 0.02 0.000
H 0.268772 -5.087064 -2.028267 -0.01 0.02 0.01 0.000
H 1.239229 -4.736612 -3.442088 -0.02 0.00 0.01 0.000
H -2.908419 -3.147056 2.908943 0.00 0.02 0.00 0.000
H -2.769297 -4.825914 3.404357 -0.01 0.00 0.00 0.000
H -3.995434 -4.367295 2.229609 0.00 0.00 -0.03 0.000
H -0.377187 -3.449880 2.546613 0.00 0.04 -0.03 0.000
H 0.130920 -4.190327 1.011323 -0.04 -0.02 -0.01 0.000
H -0.194846 -5.183879 2.419617 -0.03 0.01 0.04 0.000
H -3.225461 -5.988906 0.503035 0.00 0.03 -0.03 0.000
H -2.081554 -6.594759 1.662128 0.00 0.02 0.01 0.000
H -1.469720 -6.118400 0.103331 -0.01 0.04 -0.03 0.000
C 6.687021 8.546161 3.211418 -0.10 -0.02 -0.34 0.002
O 6.110850 8.217771 1.895603 0.02 -0.02 0.13 0.222
C 5.325945 7.217911 1.708452 0.02 0.04 -0.03 0.173
C 4.909613 6.295588 2.718296 -0.03 -0.03 -0.01 0.161
C 4.067766 5.283223 2.373054 0.07 0.07 0.08 -0.046
C 3.602649 5.135327 1.036779 -0.06 -0.11 0.00 0.147
C 4.016447 6.045154 0.041678 0.07 0.12 -0.03 -0.073
C 4.860474 7.067366 0.356800 -0.06 -0.07 -0.02 0.159
C 2.693609 4.032396 0.752567 0.15 0.06 -0.02 0.080
N 2.295471 3.157718 1.655783 -0.11 -0.01 -0.01 0.091
C 1.451714 2.321421 0.999309 0.06 0.04 0.08 -0.001
C 1.332031 2.684214 -0.333124 0.03 0.03 -0.10 0.052
N 2.140927 3.775368 -0.480407 -0.10 -0.03 0.06 0.024
C 0.460252 2.003451 -1.241605 -0.13 -0.08 0.07 -0.013
C 0.197083 2.352532 -2.578939 -0.02 -0.01 -0.06 0.010
C -0.709133 1.625435 -3.315418 -0.04 -0.08 0.06 -0.002
C -1.347010 0.532949 -2.725227 0.04 0.06 -0.05 0.004
N -1.124343 0.188848 -1.459432 0.13 0.03 0.06 -0.003
C -0.240900 0.907046 -0.710304 -0.03 0.16 -0.32 0.020
C -0.117531 0.515506 0.663615 0.05 0.00 0.32 0.010
N -0.897278 -0.533866 1.077113 0.16 0.12 -0.16 0.001
C -0.917360 -0.832486 2.373941 0.07 0.07 0.09 -0.004
C -0.146474 -0.148942 3.318103 -0.07 -0.05 -0.10 0.005
C 0.681756 0.867474 2.903472 -0.01 -0.04 0.03 -0.002
C 0.703321 1.225031 1.543289 -0.17 -0.06 -0.02 -0.007
H 7.285349 9.427789 3.015288 0.01 -0.01 0.08 0.000
H 7.306474 7.710529 3.527559 -0.02 0.03 0.10 0.003
H 5.868682 8.767455 3.892116 0.07 -0.03 0.08 0.003
H 5.258025 6.407007 3.734983 -0.01 -0.02 0.00 -0.001
H 3.732920 4.573121 3.115445 0.01 0.00 0.01 -0.004
H 3.675859 5.956703 -0.980919 0.01 0.00 -0.01 -0.005
H 5.203093 7.789380 -0.372340 -0.01 -0.01 -0.02 -0.006
H 2.300469 4.302552 -1.323839 -0.01 0.01 0.00 -0.003
H 0.692312 3.199745 -3.036456 0.01 0.00 0.00 0.001
H -0.934830 1.882418 -4.340658 0.00 0.01 -0.01 0.000
H -2.045143 -0.080898 -3.280023 0.00 0.03 -0.02 -0.001
H -1.569426 -1.639648 2.672055 0.00 0.01 0.03 -0.001
H -0.215325 -0.430846 4.359324 0.01 0.00 0.01 0.000
H 1.295248 1.411733 3.610068 0.02 0.01 -0.01 0.001
```
Forces are in eV/Å.

The calculation puts the gap between HOMO and LUMO (alpha / beta) at 6.09 / 6.45 eV. Its spin multiplicity is 2. As for the expectation value of S²: 0.788. The total charge is +4.

---

No. 2
This record from the OMol25 dataset describes C32H41N5O9 as an isolated structure at a distorted geometry. The level of theory is ωB97M-V with the def2-TZVPD basis set.

XYZ file:
```
87
Properties=species:S:1:pos:R:3:forces:R:3:lowdin_charge:R:1
N 22.183650 21.121540 0.414640 0.41 -0.38 1.44 0.050
C 21.423580 21.392200 1.523170 1.29 0.57 -1.42 -0.149
C 21.951230 21.497020 2.797150 1.79 -0.66 -0.61 -0.075
C 23.312960 21.147250 2.938830 -1.73 -1.27 -0.29 -0.036
C 24.057730 20.653300 1.833360 -0.09 1.59 3.65 -0.067
C 23.494080 20.785780 0.619550 -1.70 0.19 -1.37 -0.163
H 20.436050 21.773700 1.309570 -0.37 -0.37 -0.07 0.098
H 21.462220 21.902150 3.670720 -0.39 -0.61 -0.73 0.049
H 23.560620 21.056510 3.986130 1.11 0.20 -0.02 0.105
H 25.091860 20.418270 2.037650 0.08 -0.30 -0.48 0.105
H 24.161420 20.641550 -0.217260 -0.50 -0.13 -0.61 0.107
N 21.793930 26.151080 3.224070 0.28 -3.42 -1.22 -0.001
C 22.913050 25.573370 3.741230 -2.72 -0.58 -0.02 -0.155
C 22.846030 24.429810 4.539160 -3.06 0.11 -2.94 -0.065
C 21.590100 23.799990 4.675880 1.19 0.81 -1.91 -0.027
C 20.486820 24.279420 3.978290 5.50 -1.37 0.94 -0.090
C 20.590330 25.539290 3.329800 6.96 -1.62 3.13 -0.108
H 23.780150 26.211110 3.652680 -2.14 -0.56 0.86 0.069
H 23.654220 24.002160 5.113910 -2.45 2.83 -5.21 -0.037
H 21.508210 22.793210 5.058100 0.20 0.31 1.02 0.097
H 19.659430 23.588890 4.048920 1.82 -0.12 -0.31 0.068
H 19.816470 25.982740 2.720820 5.62 2.92 5.91 -0.074
N 24.829890 23.300780 7.597650 -0.75 1.73 -1.54 0.084
C 25.417960 24.189330 8.429860 0.31 -1.35 -2.32 -0.148
C 25.592080 25.530310 8.111170 0.27 -0.93 2.11 -0.051
C 24.964240 26.099120 7.042970 -0.62 0.18 0.94 -0.066
C 24.419810 25.242250 6.108260 -0.22 0.13 2.51 -0.087
C 24.344270 23.889600 6.431250 2.69 -0.35 4.12 -0.107
H 25.989740 23.742530 9.229760 -0.32 0.05 0.46 0.100
H 26.251600 25.945770 8.858710 -0.25 1.25 -0.22 0.108
H 24.938350 27.165980 6.877050 -0.63 -0.44 0.92 0.119
H 24.018510 25.642770 5.189050 0.65 -0.12 2.40 0.068
H 23.891410 23.340030 5.619280 1.82 -4.60 3.79 0.072
C 17.793610 24.373030 0.547850 1.43 0.58 -0.03 -0.061
C 19.010240 25.337810 0.514720 -3.38 0.12 -2.04 -0.038
O 19.188430 25.738480 1.894320 -6.52 0.31 -12.14 0.104
C 18.541380 24.910050 2.627950 -5.29 -3.58 1.92 -0.559
O 18.674190 24.754930 3.792720 -7.37 3.29 -0.63 0.053
O 17.697920 24.121630 1.952190 -0.07 -0.85 -1.04 0.122
H 18.140810 23.555330 -0.083740 -0.68 -0.73 0.59 0.133
H 16.864120 24.785170 0.155050 0.08 0.03 0.27 0.137
H 18.623630 26.168660 -0.075460 0.95 0.48 0.14 0.154
H 19.893020 24.882040 0.066330 -1.04 -0.13 0.37 0.105
C 20.872130 26.150270 6.370500 0.28 -0.30 -0.42 -0.122
C 20.867270 27.034610 5.136040 -1.10 0.29 2.46 -0.111
O 20.803720 28.334420 5.694340 0.56 1.64 -0.25 0.100
C 20.343990 28.317110 6.935630 -0.34 0.47 2.32 -0.503
O 20.028890 29.262560 7.655370 0.81 -2.61 -2.20 0.122
O 20.325280 26.988040 7.325170 -0.88 1.53 2.08 0.063
H 21.901600 25.861360 6.582200 0.12 0.18 0.55 0.125
H 20.317070 25.212670 6.340140 -0.17 0.38 -0.18 0.110
H 19.921930 26.941980 4.601390 0.26 -0.03 -0.33 0.149
H 21.745760 26.758710 4.552740 -1.04 2.74 1.92 0.069
C 25.284400 26.168190 2.747670 -0.74 -0.34 -2.60 -0.191
C 24.936330 27.630610 2.667150 2.67 0.89 -1.36 -0.120
O 25.813190 28.119660 3.707920 -0.32 0.35 1.22 0.102
C 25.929390 27.156870 4.657160 0.15 0.35 -0.76 -0.456
O 26.320590 27.253450 5.785780 1.60 0.87 -3.12 0.143
O 25.433170 26.001470 4.087600 3.46 -0.37 1.86 -0.038
H 26.139000 25.854510 2.148190 0.32 0.38 0.18 0.163
H 24.430680 25.553760 2.461760 0.80 -0.23 -0.77 0.103
H 23.928690 28.039870 2.739730 -0.01 -0.43 0.58 0.145
H 25.334030 27.920580 1.694600 0.13 0.81 1.07 0.075
C 18.093660 20.758390 5.337630 -1.70 1.24 0.33 -0.087
C 18.919560 22.034730 5.417270 0.25 -1.17 -0.96 -0.253
C 18.149920 23.254980 5.959270 -0.94 0.06 -0.05 -0.142
C 16.887400 23.688810 5.309990 -0.45 -0.58 -1.29 -0.224
N 15.908370 23.995480 4.776120 0.76 -0.22 0.69 0.159
H 17.168170 20.974840 4.804040 -0.11 0.15 -0.34 0.070
H 17.718570 20.678240 6.357920 0.18 -1.30 0.11 0.079
H 18.485850 19.884580 4.817310 0.53 0.08 0.71 0.082
H 19.374060 22.158460 4.434300 -0.45 0.22 0.04 0.074
H 19.789960 21.783760 6.023500 -0.09 0.54 0.55 0.115
H 18.751300 24.163890 5.941380 0.10 -0.30 0.62 0.088
H 17.722760 23.029410 6.936390 0.88 0.00 0.60 0.128
C 22.642620 24.187880 0.650110 -0.05 1.55 -0.35 -0.036
C 21.906130 25.564210 0.269380 0.98 -0.59 0.64 -0.191
C 22.531700 26.827240 0.848980 1.09 1.34 -1.13 -0.185
C 23.841230 27.285610 0.310990 2.18 0.27 -2.27 -0.192
N 24.874780 27.656560 -0.133820 -3.68 -1.40 0.90 0.155
H 22.635370 24.029350 1.728500 -0.96 -0.24 0.01 0.050
H 23.726330 24.160880 0.536420 0.21 0.65 -0.85 0.075
H 22.284700 23.341380 0.064070 -0.25 0.26 0.33 0.050
H 20.890210 25.555210 0.664280 2.09 0.26 0.57 0.025
H 21.695710 25.714650 -0.789480 0.57 -0.35 -0.34 0.118
H 22.481950 26.825770 1.937840 0.68 -0.32 -0.35 0.040
H 21.904790 27.714610 0.761450 -0.48 0.05 -0.73 0.134
```
Forces are in eV/Å.

The calculation puts the gap between HOMO and LUMO at 8.77 eV. As for the relative energy (zero: lowest compared OMol25 entry of this formula, charge and spin): 0.0 kJ/mol. The total charge is 0.

---

No. 3
This record from the OMol25 dataset describes C32H41N6PdSSi as an isolated structure. The level of theory is ωB97M-V with the def2-TZVPD basis set.

XYZ file:
```
82
Properties=species:S:1:pos:R:3:forces:R:3:lowdin_charge:R:1
Pd 0.003491 -0.282327 0.358997 0.21 0.39 0.07 0.837
C 1.672184 0.814195 0.018410 0.08 -0.10 -0.02 -0.252
Si 2.088186 0.490157 -1.765832 -0.12 0.02 -0.09 0.620
C 0.349026 0.803377 -2.455665 0.04 -0.01 0.01 -0.207
N -0.612771 0.024183 -1.619904 -0.07 0.03 0.09 -0.294
C -0.753753 -1.389275 -2.145070 -0.02 0.00 -0.04 -0.168
C -2.158114 -1.714220 -2.632787 -0.02 0.03 0.00 -0.179
C -2.649440 -0.639342 -3.596401 -0.01 0.00 0.01 -0.170
C -2.640741 0.745673 -2.917997 0.03 0.00 0.00 -0.153
C -1.935545 0.700922 -1.566386 -0.03 -0.01 -0.06 -0.211
C 3.301760 1.688755 -2.512840 0.02 -0.03 0.00 -0.247
C 2.983440 3.048641 -2.596564 0.02 -0.02 -0.01 -0.100
C 3.882216 3.962186 -3.124001 -0.01 0.01 0.00 -0.079
C 5.122279 3.529508 -3.574898 0.00 -0.01 0.00 -0.075
C 5.459082 2.186636 -3.494852 0.01 -0.01 0.00 -0.074
C 4.555659 1.273969 -2.968036 -0.02 0.04 0.01 -0.090
C 2.603197 -1.280446 -2.050132 0.01 0.01 0.05 -0.272
C 2.747784 -2.183850 -0.995357 0.00 -0.02 -0.05 -0.103
C 3.077417 -3.512318 -1.230649 0.00 0.01 0.01 -0.075
C 3.266860 -3.958683 -2.530330 0.00 0.00 0.01 -0.075
C 3.135072 -3.074145 -3.592862 0.00 0.01 -0.01 -0.072
C 2.809430 -1.747632 -3.351773 0.00 -0.02 0.01 -0.108
H 1.351657 1.850351 0.173434 -0.03 -0.01 0.01 0.024
H 2.465900 0.591237 0.731381 -0.03 -0.05 0.00 0.001
H 0.183247 0.596978 -3.515846 0.03 0.02 -0.01 0.101
H 0.144875 1.866339 -2.295923 -0.02 0.00 -0.02 0.090
H -0.432217 -2.094131 -1.373399 -0.02 0.00 0.01 0.102
H -0.051584 -1.502534 -2.970907 0.02 -0.01 0.03 0.113
H -2.851591 -1.816831 -1.793282 0.01 -0.01 0.00 0.112
H -2.123300 -2.688866 -3.120987 0.00 0.00 0.00 0.124
H -3.647777 -0.885385 -3.955847 0.01 0.01 -0.02 0.113
H -1.997508 -0.630753 -4.473182 0.01 -0.01 0.00 0.114
H -3.656261 1.107569 -2.751041 0.00 0.00 0.01 0.119
H -2.155434 1.483909 -3.557341 -0.01 0.00 -0.01 0.110
H -2.550551 0.170484 -0.834024 0.03 0.00 0.00 0.105
H -1.768566 1.702920 -1.174849 0.00 -0.01 -0.01 0.105
H 2.021238 3.405971 -2.243264 0.00 0.01 0.00 0.095
H 3.619251 5.010253 -3.184012 0.00 0.00 0.00 0.106
H 5.825796 4.240601 -3.987528 0.00 0.00 0.00 0.108
H 6.426294 1.848914 -3.843659 0.00 0.00 0.00 0.108
H 4.830356 0.227134 -2.910753 0.01 0.00 0.00 0.098
H 2.597143 -1.848463 0.024964 0.00 0.00 0.01 0.076
H 3.189636 -4.198698 -0.400734 0.00 0.00 0.00 0.105
H 3.523764 -4.993424 -2.715675 0.00 0.00 0.00 0.107
H 3.290893 -3.418597 -4.606976 0.00 0.00 0.00 0.108
H 2.717556 -1.065650 -4.191754 0.00 -0.01 -0.01 0.112
S 2.074784 -1.952949 4.106125 -0.02 0.04 0.02 1.130
C 1.728685 -0.781225 2.909982 -0.04 0.07 0.07 -0.446
N 0.693335 -1.012899 2.163930 0.03 -0.23 -0.09 -0.095
C 0.075151 -2.209116 2.529491 0.04 0.01 0.09 -0.315
C -1.073913 -2.743722 1.943551 0.00 -0.01 -0.03 -0.042
C -1.556816 -3.941269 2.420800 0.00 0.01 0.00 -0.054
C -0.914294 -4.607266 3.474844 0.02 0.00 0.01 -0.057
C 0.214515 -4.084721 4.068264 -0.02 -0.03 0.01 -0.062
C 0.703821 -2.872704 3.582951 -0.02 0.03 -0.01 -0.452
H 2.338527 0.104714 2.813653 0.03 -0.02 -0.05 0.088
H -1.587786 -2.220119 1.141383 0.01 -0.02 0.00 0.097
H -2.446133 -4.375384 1.984971 0.00 0.01 -0.01 0.115
H -1.316580 -5.545374 3.831389 0.00 0.00 0.00 0.116
H 0.702610 -4.597494 4.885559 0.00 0.00 0.00 0.119
C -2.566550 2.237670 1.417617 -0.04 0.04 0.02 -0.197
N -1.811402 1.139155 2.048587 -0.12 -0.16 -0.08 -0.111
C -2.779672 0.286393 2.763339 -0.06 0.03 0.08 -0.187
N -3.547518 1.026390 3.758111 0.02 0.01 -0.02 -0.082
C -4.251937 2.117223 3.076103 -0.01 0.00 0.01 -0.163
N -3.327630 3.020195 2.382764 0.02 -0.01 0.00 -0.082
C -2.393285 3.567508 3.370786 0.00 0.01 0.00 -0.164
N -1.644463 2.511037 4.057684 0.00 -0.01 -0.02 -0.083
C -0.918644 1.738273 3.057717 0.03 0.03 0.02 -0.192
C -2.606613 1.619696 4.713886 0.00 0.00 0.00 -0.162
H -3.259895 1.815208 0.687125 0.00 0.01 0.01 0.112
H -1.861982 2.894072 0.899662 0.00 0.00 0.01 0.124
H -2.237507 -0.521033 3.262374 0.00 0.01 -0.01 0.113
H -3.470810 -0.150349 2.036631 0.01 0.00 -0.01 0.125
H -4.820934 2.687053 3.811405 0.00 0.00 0.00 0.130
H -4.948400 1.693274 2.349879 0.00 0.00 0.00 0.128
H -2.952198 4.144979 4.107887 0.00 0.00 0.00 0.130
H -1.690379 4.233724 2.866778 0.00 0.00 0.00 0.128
H -0.374417 0.938459 3.562166 0.00 0.00 -0.01 0.105
H -0.201374 2.387873 2.548791 0.01 -0.01 0.00 0.124
H -3.166758 2.187101 5.457872 0.00 0.00 0.00 0.129
H -2.063071 0.820336 5.222076 0.00 0.00 0.00 0.128
```
Forces are in eV/Å.

The calculation puts the gap between HOMO and LUMO at 8.01 eV. As for the relative energy (zero: lowest compared OMol25 entry of this formula, charge and spin): 77.7 kJ/mol. The total charge is +1.

---

What is the total charge in the first record? +4